1.
{"formula": "C43H55BHgI2N7O2S", "method": "ωB97M-V/def2-TZVPD", "species": ["Hg", "C", "C", "C", "C", "C", "C", "C", "C", "C", "N", "N", "B", "N", "N", "C", "C", "C", "C", "C", "C", "C", "C", "C", "N", "N", "C", "C", "C", "C", "C", "C", "C", "C", "C", "H", "H", "H", "H", "H", "H", "H", "H", "H", "H", "H", "H", "H", "H", "H", "H", "H", "H", "H", "H", "H", "H", "H", "H", "H", "H", "H", "H", "H", "H", "H", "H", "H", "H", "H", "H", "H", "H", "H", "H", "H", "H", "H", "H", "H", "H", "I", "C", "C", "C", "I", "C", "C", "C", "C", "N", "C", "C", "O", "H", "H", "H", "H", "O", "C", "S", "C", "C", "C", "C", "C", "C", "H", "H", "H", "H", "H"], "xyz": [[-4.470, -17.787, 14.293], [-4.270, -15.376, 18.817], [-5.112, -16.166, 17.790], [-6.618, -15.857, 17.937], [-4.877, -17.597, 17.948], [-4.479, -18.309, 19.126], [-4.355, -19.625, 18.720], [-4.136, -20.805, 19.595], [-3.507, -20.352, 20.918], [-5.434, -21.591, 19.824], [-4.571, -19.682, 17.371], [-5.012, -18.413, 16.924], [-4.466, -20.897, 16.413], [-3.179, -21.050, 15.494], [-2.944, -20.151, 14.390], [-1.741, -20.468, 13.905], [-1.223, -21.615, 14.591], [-2.149, -21.952, 15.580], [-2.037, -23.120, 16.474], [-2.046, -24.445, 15.685], [-0.769, -23.038, 17.336], [-1.011, -19.704, 12.880], [0.339, -19.214, 13.440], [-1.834, -18.563, 12.243], [-5.813, -20.986, 15.633], [-6.368, -19.808, 15.022], [-7.526, -20.166, 14.511], [-7.814, -21.535, 14.792], [-6.696, -22.008, 15.530], [-6.561, -23.364, 16.127], [-7.771, -23.706, 17.023], [-6.437, -24.401, 15.001], [-8.321, -19.213, 13.747], [-8.946, -18.173, 14.719], [-9.349, -19.940, 12.874], [-4.326, -14.281, 18.629], [-4.614, -15.542, 19.843], [-3.192, -15.656, 18.816], [-4.808, -15.847, 16.776], [-6.978, -16.223, 18.911], [-6.841, -14.777, 17.875], [-7.204, -16.372, 17.135], [-4.248, -17.906, 20.098], [-3.432, -21.460, 19.064], [-4.224, -19.732, 21.487], [-3.245, -21.224, 21.546], [-2.576, -19.765, 20.809], [-6.164, -21.000, 20.404], [-5.920, -21.887, 18.867], [-5.213, -22.496, 20.412], [-4.333, -21.881, 17.083], [-0.298, -22.159, 14.359], [-2.902, -23.157, 17.167], [-1.131, -24.544, 15.054], [-2.096, -25.327, 16.344], [-2.897, -24.480, 14.973], [0.147, -23.037, 16.706], [-0.669, -22.116, 17.927], [-0.706, -23.884, 18.056], [-0.728, -20.416, 12.081], [0.220, -18.515, 14.303], [0.952, -20.054, 13.799], [0.907, -18.662, 12.662], [-1.849, -17.683, 12.892], [-1.373, -18.321, 11.271], [-2.869, -18.870, 12.050], [-8.705, -22.085, 14.522], [-5.628, -23.375, 16.734], [-8.722, -23.753, 16.454], [-7.596, -24.677, 17.530], [-7.916, -22.933, 17.809], [-7.359, -24.423, 14.380], [-5.595, -24.185, 14.289], [-6.280, -25.406, 15.424], [-7.646, -18.630, 13.095], [-9.725, -18.674, 15.324], [-8.200, -17.762, 15.420], [-9.418, -17.370, 14.142], [-10.119, -20.424, 13.478], [-9.849, -19.208, 12.190], [-8.875, -20.733, 12.239], [-4.281, -14.774, 9.258], [-4.679, -16.815, 9.342], [-4.723, -17.553, 8.175], [-4.996, -18.911, 8.105], [-5.071, -19.880, 6.234], [-5.192, -19.632, 9.303], [-5.434, -21.021, 9.384], [-5.557, -21.623, 10.610], [-5.425, -20.858, 11.773], [-5.254, -19.532, 11.777], [-5.152, -18.915, 10.567], [-4.905, -17.452, 10.601], [-4.836, -16.840, 11.716], [-4.509, -17.051, 7.245], [-5.529, -21.614, 8.484], [-5.733, -22.712, 10.677], [-5.435, -21.339, 12.760], [-5.885, -14.933, 14.254], [-5.841, -16.079, 14.195], [-1.780, -17.369, 15.863], [-1.145, -15.851, 16.321], [-1.751, -14.641, 15.935], [-1.185, -13.424, 16.242], [0.005, -13.337, 16.959], [0.628, -14.517, 17.353], [0.065, -15.753, 17.042], [-2.676, -14.681, 15.373], [-1.680, -12.515, 15.921], [0.428, -12.355, 17.178], [1.540, -14.496, 17.941], [0.534, -16.682, 17.374]], "lowdin_charge": [0.947, -0.075, -0.383, -0.068, -0.333, 0.028, -0.229, -0.374, -0.090, -0.057, 0.068, 0.087, -0.510, 0.065, 0.102, -0.305, 0.010, -0.238, -0.384, -0.072, -0.078, -0.380, -0.092, -0.088, 0.072, 0.116, -0.346, 0.019, -0.235, -0.377, -0.076, -0.078, -0.387, -0.063, -0.085, 0.079, 0.062, 0.087, 0.100, 0.074, 0.072, 0.067, 0.090, 0.123, 0.075, 0.071, 0.088, 0.085, 0.067, 0.073, 0.084, 0.106, 0.110, 0.079, 0.070, 0.076, 0.078, 0.080, 0.074, 0.132, 0.039, 0.060, 0.074, 0.038, 0.081, 0.031, 0.091, 0.118, 0.075, 0.074, 0.078, 0.079, 0.086, 0.068, 0.126, 0.077, 0.055, 0.070, 0.063, 0.082, 0.085, 0.815, -0.681, -0.274, -0.690, 0.780, -0.228, -0.083, -0.077, -0.140, 0.113, -0.138, -0.451, -0.200, 0.057, 0.044, 0.103, 0.098, 0.015, -0.247, 0.530, -0.777, -0.151, -0.138, -0.157, -0.141, -0.156, 0.084, 0.087, 0.076, 0.080, 0.082], "charge": -2, "gap_ev": [4.214, 5.005], "s_squared": 0.76, "spin_multiplicity": 2, "total_energy_ev": -91900.3162, "fmax_ev_per_a": 2.48}



2.
{"formula": "C43H55Cl48NO7S", "method": "ωB97M-V/def2-TZVPD", "species": ["C", "C", "C", "C", "C", "C", "C", "C", "C", "C", "C", "O", "S", "O", "O", "C", "C", "C", "C", "O", "C", "N", "C", "C", "C", "C", "C", "C", "C", "C", "C", "O", "O", "C", "C", "O", "H", "H", "H", "H", "H", "H", "H", "H", "H", "H", "H", "H", "H", "H", "H", "H", "H", "H", "H", "H", "H", "H", "H", "H", "H", "H", "H", "H", "H", "H", "H", "H", "H", "H", "H", "H", "H", "H", "H", "C", "Cl", "Cl", "Cl", "H", "C", "Cl", "Cl", "Cl", "H", "C", "Cl", "Cl", "Cl", "H", "C", "Cl", "Cl", "Cl", "H", "C", "Cl", "Cl", "Cl", "H", "C", "Cl", "Cl", "Cl", "H", "C", "Cl", "Cl", "Cl", "H", "C", "Cl", "Cl", "Cl", "H", "C", "Cl", "Cl", "Cl", "H", "C", "Cl", "Cl", "Cl", "H", "C", "Cl", "Cl", "Cl", "H", "C", "Cl", "Cl", "Cl", "H", "C", "Cl", "Cl", "Cl", "H", "C", "Cl", "Cl", "Cl", "H", "C", "Cl", "Cl", "Cl", "H", "C", "Cl", "Cl", "Cl", "H"], "xyz": [[-4.748, -0.650, -1.199], [-3.638, -0.424, -0.792], [-2.249, -0.198, -0.213], [-1.776, 1.216, -0.710], [-2.227, 1.673, -2.115], [-1.420, 1.510, -3.281], [-1.828, 1.956, -4.565], [-3.069, 2.603, -4.781], [-3.880, 2.815, -3.620], [-3.470, 2.371, -2.347], [-4.445, 2.678, -1.163], [-2.504, -0.034, 1.236], [-1.167, 0.355, 2.057], [-1.293, -0.286, 3.362], [-1.223, 1.783, 2.298], [0.392, -0.201, 1.313], [1.341, 1.036, 1.212], [2.860, 0.653, 1.173], [3.792, 1.893, 1.358], [4.971, 1.661, 0.554], [0.258, -1.054, -0.081], [0.932, -0.281, -1.108], [1.193, -2.274, 0.206], [1.352, -3.389, -0.834], [1.818, -4.685, -0.029], [2.487, -3.167, -1.901], [-1.281, -1.415, -0.411], [-1.413, -1.788, -1.977], [-2.294, -3.051, -2.299], [-1.581, -2.645, 0.533], [-3.044, -2.967, 0.880], [-3.839, -3.591, 0.257], [-3.477, -2.502, 2.183], [-2.983, -3.436, 3.086], [-2.558, -3.012, 4.516], [-2.832, -4.597, 2.792], [-5.762, -0.901, -1.497], [-0.699, 1.444, -0.597], [-2.276, 1.950, -0.036], [-0.432, 1.023, -3.238], [-1.176, 1.778, -5.457], [-3.375, 2.917, -5.791], [-4.843, 3.331, -3.786], [-4.212, 2.105, -0.253], [-4.373, 3.779, -0.996], [-5.484, 2.512, -1.525], [0.864, -0.854, 2.081], [1.064, 1.774, 0.440], [1.232, 1.571, 2.190], [3.106, -0.065, 1.991], [3.144, 0.137, 0.233], [3.299, 2.796, 0.937], [4.102, 2.049, 2.408], [4.959, 2.255, -0.205], [0.358, 0.169, -1.802], [1.805, -0.656, -1.444], [2.211, -1.824, 0.337], [0.989, -2.744, 1.194], [0.449, -3.716, -1.363], [1.075, -4.832, 0.783], [2.864, -4.606, 0.321], [1.688, -5.533, -0.740], [3.338, -2.699, -1.343], [2.865, -4.137, -2.268], [2.173, -2.474, -2.711], [-0.416, -1.983, -2.438], [-1.829, -0.948, -2.570], [-3.356, -2.807, -2.094], [-2.251, -3.204, -3.403], [-1.971, -4.002, -1.851], [-1.087, -2.434, 1.511], [-1.158, -3.587, 0.124], [-3.279, -3.515, 5.199], [-2.502, -1.919, 4.657], [-1.586, -3.523, 4.702], [-7.070, -3.778, -2.719], [-8.423, -2.665, -2.954], [-7.504, -5.409, -3.232], [-5.651, -3.201, -3.594], [-6.831, -3.805, -1.661], [-1.203, 5.555, 2.325], [-1.411, 4.525, 0.907], [-0.612, 7.164, 1.877], [-2.722, 5.687, 3.215], [-0.467, 5.091, 2.971], [-4.204, 1.184, 4.372], [-3.617, 0.152, 5.680], [-5.850, 0.734, 3.914], [-4.131, 2.885, 4.842], [-3.558, 1.040, 3.512], [1.162, -2.049, 4.929], [1.337, -3.136, 3.537], [1.832, -2.777, 6.394], [1.937, -0.497, 4.603], [0.103, -1.875, 5.089], [4.589, -5.936, 5.873], [4.119, -6.396, 7.513], [3.340, -4.934, 5.123], [6.144, -5.093, 5.883], [4.699, -6.840, 5.286], [0.888, 7.842, -1.733], [0.037, 6.503, -0.969], [2.514, 7.353, -2.232], [-0.030, 8.456, -3.115], [0.981, 8.642, -1.009], [-2.947, -7.604, 4.415], [-3.920, -8.748, 3.485], [-3.484, -7.555, 6.099], [-1.232, -8.028, 4.323], [-3.078, -6.615, 3.986], [0.403, -6.198, -4.076], [0.187, -7.494, -2.897], [-0.240, -4.674, -3.443], [2.105, -6.035, -4.515], [-0.154, -6.455, -4.971], [-2.151, 11.021, 0.542], [-2.985, 9.664, 1.300], [-0.514, 10.561, 0.057], [-3.063, 11.619, -0.847], [-2.075, 11.821, 1.268], [6.149, 5.530, 1.881], [5.382, 4.267, 2.848], [7.653, 4.943, 1.170], [5.045, 6.102, 0.623], [6.384, 6.364, 2.533], [3.260, -9.388, -6.451], [2.897, -9.910, -4.803], [2.014, -8.284, -7.041], [4.851, -8.627, -6.526], [3.270, -10.263, -7.090], [11.525, 6.595, 2.139], [11.378, 5.566, 0.711], [12.044, 8.220, 1.682], [9.997, 6.655, 3.023], [12.278, 6.168, 2.790], [-9.330, 1.012, -3.207], [-9.713, 0.481, -1.566], [-10.570, 2.113, -3.813], [-7.737, 1.776, -3.258], [-9.307, 0.139, -3.850], [6.265, -2.386, 8.963], [6.866, -3.492, 10.203], [4.659, -2.875, 8.420], [6.242, -0.726, 9.568], [6.938, -2.430, 8.114], [1.279, 6.982, -6.117], [0.269, 5.568, -5.799], [2.920, 6.492, -6.547], [0.571, 7.977, -7.394], [1.328, 7.575, -5.211], [2.208, 2.288, -6.578], [2.276, 0.986, -7.770], [1.175, 1.830, -5.218], [3.831, 2.700, -6.017], [1.779, 3.164, -7.052]], "lowdin_charge": [0.176, -0.027, -0.326, -0.068, -0.145, -0.074, -0.138, -0.062, -0.050, -0.194, -0.040, -0.183, 0.680, -0.320, -0.319, -0.237, -0.185, -0.168, -0.271, -0.101, -0.347, 0.104, -0.153, -0.408, -0.058, -0.089, -0.203, -0.131, -0.178, 0.008, -0.381, 0.172, 0.069, -0.452, 0.019, 0.097, 0.053, 0.107, 0.084, 0.056, 0.042, 0.105, 0.107, 0.064, 0.090, 0.048, 0.061, 0.110, 0.115, 0.093, 0.098, 0.117, 0.068, 0.081, 0.050, 0.082, 0.124, 0.020, 0.032, 0.071, 0.092, 0.066, 0.088, 0.050, 0.072, 0.091, 0.104, 0.017, 0.043, 0.033, 0.118, 0.139, 0.102, 0.000, 0.081, -1.537, 0.522, 0.539, 0.562, 0.018, -1.491, 0.552, 0.476, 0.529, 0.023, -1.527, 0.572, 0.533, 0.522, -0.025, -1.467, 0.589, 0.501, 0.611, -0.005, -1.517, 0.521, 0.473, 0.516, 0.013, -1.524, 0.489, 0.531, 0.553, -0.046, -1.551, 0.521, 0.512, 0.512, -0.023, -1.478, 0.541, 0.686, 0.520, 0.015, -1.531, 0.523, 0.541, 0.532, 0.014, -1.525, 0.581, 0.510, 0.516, 0.012, -1.542, 0.516, 0.503, 0.523, 0.012, -1.545, 0.516, 0.523, 0.502, 0.013, -1.560, 0.512, 0.531, 0.527, -0.011, -1.550, 0.523, 0.493, 0.525, 0.009, -1.563, 0.524, 0.522, 0.530, -0.066, -1.531, 0.533, 0.595, 0.520, -0.011], "gap_ev": 9.254, "total_energy_ev": -673211.8215, "fmax_ev_per_a": 4.77}